(1)
{
  "formula": "C15H23ClN4O4S",
  "method": "ωB97M-V/def2-TZVPD",
  "lumo_ev": 0.47,
  "de_lowest_kj_mol": 46.96,
  "smiles": "CO[C@@]1(C(=O)NC[C@H](CO)NC(=O)Cc2cc(Cl)n(C)n2)CCSC1",
  "e_tot_ev": -53437.005,
  "orbital_gap_ev": 8.89,
  "elements": ["C", "O", "C", "C", "O", "N", "C", "C", "C", "O", "N", "C", "O", "C", "C", "C", "C", "Cl", "N", "C", "N", "C", "C", "S", "C", "H", "H", "H", "H", "H", "H", "H", "H", "H", "H", "H", "H", "H", "H", "H", "H", "H", "H", "H", "H", "H", "H", "H"],
  "positions_angstrom": [[-0.519, -4.049, -0.495], [0.602, -3.310, -0.025], [1.360, -2.567, -0.972], [0.788, -1.154, -1.192], [1.331, -0.382, -1.968], [-0.270, -0.819, -0.433], [-0.785, 0.528, -0.444], [-1.812, 0.771, 0.659], [-2.095, 2.256, 0.815], [-2.507, 2.760, -0.440], [-1.441, 0.243, 1.966], [-1.593, -1.071, 2.274], [-2.144, -1.853, 1.516], [-1.073, -1.527, 3.629], [0.192, -2.318, 3.459], [1.521, -1.871, 3.574], [2.262, -2.986, 3.271], [3.963, -3.185, 3.220], [1.412, -4.000, 3.019], [1.707, -5.318, 2.497], [0.137, -3.598, 3.133], [2.764, -2.431, -0.363], [3.657, -3.592, -0.839], [2.661, -4.668, -1.915], [1.557, -3.291, -2.303], [-1.089, -4.324, 0.389], [-1.160, -3.451, -1.150], [-0.196, -4.949, -1.026], [-0.717, -1.532, 0.125], [0.060, 1.217, -0.329], [-1.246, 0.770, -1.403], [-2.742, 0.268, 0.385], [-2.875, 2.393, 1.571], [-1.182, 2.762, 1.161], [-2.643, 3.709, -0.371], [-0.866, 0.809, 2.568], [-0.905, -0.681, 4.296], [-1.838, -2.172, 4.058], [1.896, -0.901, 3.850], [0.904, -5.982, 2.804], [1.760, -5.279, 1.408], [2.652, -5.668, 2.905], [3.198, -1.479, -0.663], [2.644, -2.428, 0.718], [4.501, -3.214, -1.414], [4.050, -4.185, -0.016], [0.635, -3.661, -2.746], [2.026, -2.598, -3.001]]
}

(2)
{
  "formula": "C15H23F3NO5S",
  "method": "ωB97M-V/def2-TZVPD",
  "charge": 1,
  "lumo_ev": -5.42,
  "e_tot_ev": -46631.516,
  "orbital_gap_ev": 6.45,
  "elements": ["C", "O", "C", "C", "N", "C", "C", "F", "F", "F", "C", "C", "C", "C", "S", "C", "C", "O", "H", "H", "H", "H", "H", "H", "H", "H", "H", "H", "H", "H", "H", "H", "H", "C", "C", "O", "C", "O", "O", "C", "H", "H", "H", "H", "H", "H", "H", "H"],
  "positions_angstrom": [[-3.783, -3.803, 0.128], [-3.038, -4.743, -0.729], [-2.351, -4.019, -1.777], [-0.845, -3.606, -1.384], [-0.441, -3.643, -0.013], [0.872, -3.266, 0.488], [1.129, -3.325, 2.053], [0.111, -4.051, 2.762], [2.355, -3.938, 2.418], [1.133, -2.023, 2.659], [1.929, -2.790, -0.548], [3.396, -2.319, -0.139], [3.634, -0.739, -0.349], [2.540, 0.199, 0.383], [2.236, 1.663, -0.770], [1.579, -2.716, -2.092], [0.138, -3.141, -2.504], [-0.190, -3.038, -3.883], [-4.633, -3.328, -0.480], [-4.143, -4.395, 1.039], [-3.132, -2.946, 0.519], [-2.922, -3.015, -1.897], [-2.429, -4.543, -2.793], [-1.149, -3.931, 0.684], [4.134, -2.860, -0.848], [3.717, -2.601, 0.919], [3.622, -0.530, -1.481], [4.658, -0.491, 0.127], [2.943, 0.557, 1.404], [1.537, -0.318, 0.570], [1.458, 1.082, -1.790], [2.357, -2.333, -2.848], [-0.708, -2.218, -4.056], [0.882, 4.161, 1.432], [-0.166, 3.907, 0.365], [-1.450, 4.383, 0.789], [-1.638, 5.710, 0.687], [-0.837, 6.511, 0.267], [-2.865, 5.995, 1.154], [-3.161, 7.391, 1.186], [0.563, 3.744, 2.391], [1.837, 3.714, 1.150], [1.038, 5.231, 1.587], [-0.267, 2.832, 0.203], [0.117, 4.352, -0.594], [-2.989, 7.856, 0.213], [-2.563, 7.880, 1.957], [-4.215, 7.504, 1.440]]
}

(3)
{
  "formula": "C15H23FeN5S4",
  "method": "ωB97M-V/def2-TZVPD",
  "lumo_ev": [-0.46, -0.52],
  "s_squared": 6.069,
  "spin_multiplicity": 5,
  "e_tot_ev": -101106.866,
  "orbital_gap_ev": [4.53, 4.64],
  "elements": ["Fe", "C", "C", "N", "C", "C", "N", "C", "C", "N", "C", "C", "N", "C", "C", "C", "C", "C", "C", "C", "N", "H", "H", "H", "H", "H", "H", "H", "H", "H", "H", "H", "H", "H", "H", "H", "H", "H", "H", "H", "H", "H", "H", "H", "S", "S", "S", "S"],
  "positions_angstrom": [[3.446, 6.632, 9.899], [2.318, 10.980, 10.416], [2.511, 9.523, 10.404], [3.469, 8.805, 9.884], [4.367, 9.506, 8.940], [5.545, 8.623, 8.505], [5.875, 7.603, 9.485], [6.302, 8.014, 10.784], [6.343, 6.792, 11.751], [5.087, 6.096, 11.705], [5.233, 4.605, 11.820], [3.830, 3.969, 11.585], [2.919, 5.024, 11.166], [1.687, 5.070, 11.578], [0.919, 3.883, 12.036], [1.068, 6.419, 11.617], [-0.180, 6.766, 12.130], [-0.570, 8.094, 12.059], [0.252, 9.056, 11.531], [1.499, 8.691, 11.042], [1.855, 7.383, 11.081], [3.184, 11.470, 9.984], [2.181, 11.341, 11.434], [1.480, 11.277, 9.748], [4.765, 10.454, 9.450], [3.834, 9.813, 7.999], [6.439, 9.262, 8.350], [5.357, 8.149, 7.540], [6.451, 6.856, 9.094], [5.625, 8.801, 11.200], [7.316, 8.442, 10.851], [6.546, 7.185, 12.738], [7.120, 6.078, 11.456], [4.557, 6.406, 12.496], [5.668, 4.330, 12.819], [5.922, 4.323, 11.034], [3.493, 3.521, 12.504], [3.909, 3.180, 10.813], [1.607, 3.083, 12.319], [0.192, 3.618, 11.234], [0.337, 4.183, 12.916], [-0.832, 6.013, 12.595], [-1.540, 8.409, 12.497], [-0.127, 10.070, 11.512], [4.009, 4.803, 8.588], [3.888, 5.252, 6.722], [2.350, 6.792, 6.522], [1.640, 6.959, 8.311]]
}

(4)
{
  "formula": "C15H23KOS2SeSiTe",
  "method": "ωB97M-V/def2-TZVPD",
  "charge": -2,
  "lumo_ev": 3.99,
  "de_lowest_kj_mol": 0.00,
  "e_tot_ev": -136489.420,
  "orbital_gap_ev": 5.36,
  "elements": ["K", "C", "Si", "C", "C", "Se", "H", "H", "H", "H", "H", "H", "H", "H", "H", "C", "H", "H", "H", "C", "S", "O", "C", "C", "C", "C", "C", "C", "H", "H", "H", "H", "H", "H", "H", "H", "Te", "C", "C", "C", "C", "S", "H", "H", "H"],
  "positions_angstrom": [[-2.921, -0.461, -1.952], [-1.212, 3.267, 5.343], [0.150, 1.979, 5.617], [-0.745, 0.314, 5.697], [0.775, 2.296, 7.384], [1.752, 2.056, 4.109], [-1.953, 3.251, 6.149], [-1.726, 3.070, 4.399], [-0.779, 4.268, 5.285], [-1.497, 0.298, 6.493], [-0.029, -0.491, 5.885], [-1.250, 0.103, 4.752], [-0.042, 2.271, 8.113], [1.263, 3.272, 7.440], [1.514, 1.541, 7.663], [-0.586, -0.736, -3.543], [-0.662, -1.788, -3.874], [0.377, -0.648, -3.012], [-0.481, -0.134, -4.459], [0.220, -0.899, 2.208], [-1.205, -0.463, 1.212], [-2.358, -0.296, 2.140], [-1.434, -2.059, 0.409], [-0.592, -2.455, -0.624], [-0.860, -3.639, -1.293], [-1.969, -4.401, -0.948], [-2.819, -3.981, 0.065], [-2.554, -2.801, 0.749], [-0.089, -1.689, 2.893], [0.542, -0.006, 2.755], [1.018, -1.238, 1.547], [0.225, -1.823, -0.948], [-0.229, -3.934, -2.122], [-2.195, -5.305, -1.500], [-3.712, -4.546, 0.298], [-3.216, -2.423, 1.518], [-6.264, -1.618, -1.594], [-6.357, -1.948, -3.673], [-7.100, -1.305, -4.628], [-6.911, -1.809, -5.945], [-6.018, -2.837, -5.993], [-5.415, -3.181, -4.422], [-7.764, -0.489, -4.381], [-7.414, -1.417, -6.820], [-5.682, -3.387, -6.858]]
}